43
Properties=species:S:1:pos:R:3:lowdin_charge:R:1 method="wB97M-V/def2-TZVPD" smiles="CCCCNC(=S)NS(=O)(=O)c1ccc(OCC)cc1C" e_homo_ev=-8.45 de_lowest_kcal_mol=53.0 max_force_ha_per_bohr=0.0949 orbital_gap_ev=8.713 total_charge=0 lumo_ev=0.27
O 0.727 0.927 1.643 -0.2992
O -0.541 2.071 -0.099 -0.3375
S -1.272 -2.017 2.535 0.6983
O 3.178 -1.908 -3.966 -0.0620
C -1.628 -0.578 1.872 -1.0021
C 1.438 -0.297 -3.246 -0.0015
C 2.565 -1.752 -1.688 0.0459
C 0.758 0.335 -2.186 -0.0590
C 2.343 -1.335 -2.988 -0.2243
C 1.875 -1.147 -0.602 -0.2087
C 0.959 -0.105 -0.906 -0.2394
N -2.539 0.186 2.482 -0.0023
N -1.299 -0.326 0.609 -0.0981
C 2.103 -1.680 0.784 -0.0496
C 4.140 -2.196 -6.224 -0.0531
C -2.504 1.863 5.192 -0.0995
C 3.087 -1.496 -5.325 -0.2534
C -2.877 1.546 2.053 -0.1744
C -3.405 2.800 4.341 -0.2395
C -3.932 2.136 3.031 -0.1817
S -0.010 0.751 0.392 0.7518
H 1.209 0.061 -4.255 0.1122
H 3.251 -2.588 -1.541 0.1322
H 0.055 1.142 -2.400 0.1195
H -2.953 -0.155 3.360 0.1183
H -1.114 -1.179 0.084 0.1089
H 2.700 -2.606 0.804 0.0893
H 1.154 -1.914 1.267 0.0158
H 2.611 -0.908 1.403 0.1002
H 5.059 -2.390 -5.655 0.0802
H 3.769 -3.122 -6.630 0.0606
H 4.365 -1.524 -7.089 0.0857
H -3.033 0.942 5.368 0.0598
H -1.565 1.598 4.682 0.0772
H -2.291 2.401 6.097 0.0623
H 3.166 -0.410 -5.430 0.1141
H 2.081 -1.723 -5.629 0.1100
H -3.356 1.450 1.068 0.1247
H -1.998 2.162 1.993 0.1004
H -2.866 3.726 4.136 0.1015
H -4.274 3.090 4.922 0.0946
H -4.512 2.853 2.431 0.1071
H -4.625 1.317 3.311 0.1143